Computed, not measured: a cluster of 8 separate species, C35H82Cl4O2S2 in total in a non-equilibrium geometry, with the ωB97M-V functional and the def2-TZVPD basis.

Summary:
Net charge: 0
E_LUMO (eV): 0.1
Max |F| (eV/Å): 1.32
Molar mass (g mol⁻¹): 741.0
ΔE to the lowest compared entry with this formula, charge and spin (kcal/mol): 5.38
Kohn-Sham gap (Ha): 0.3183

The geometry in XYZ format:
```
125
Properties=species:S:1:pos:R:3:mulliken_charge:R:1
C 0.225 -7.188 5.208 -0.83
S 1.237 -5.771 5.579 0.42
O 0.340 -4.802 6.254 -0.57
C 1.431 -5.227 3.883 -0.43
H -0.088 -7.648 6.142 0.36
H 0.813 -7.945 4.676 0.36
H -0.619 -6.934 4.570 0.20
H 1.880 -4.237 3.880 0.16
H 0.459 -5.181 3.390 -0.07
H 2.069 -5.919 3.332 0.46
C -2.218 -4.462 3.791 -1.16
S -3.834 -3.735 4.060 0.72
O -4.600 -4.586 4.995 -0.69
C -3.373 -2.257 4.947 -0.76
H -1.728 -4.744 4.726 0.45
H -1.613 -3.664 3.349 0.20
H -2.361 -5.310 3.127 0.42
H -2.972 -2.562 5.920 0.44
H -4.238 -1.627 5.132 0.36
H -2.576 -1.707 4.447 -0.08
C 0.517 -0.483 1.983 0.22
Cl 1.681 -1.656 2.631 -0.12
Cl -0.519 -1.300 0.802 -0.09
Cl -0.484 0.080 3.327 -0.10
Cl 1.362 0.848 1.226 -0.02
C -3.795 -0.135 1.789 -0.12
C -4.779 -1.086 1.121 -0.63
C -4.117 -2.254 0.415 0.61
C -5.006 -3.201 -0.402 -0.79
C -6.455 -3.335 0.056 -0.49
C -6.685 -4.200 1.278 -0.93
H -3.222 -0.661 2.553 -0.43
H -4.298 0.711 2.256 0.33
H -3.059 0.240 1.073 0.03
H -5.463 -1.465 1.890 0.25
H -5.447 -0.524 0.455 0.41
H -3.675 -2.851 1.223 -0.41
H -3.274 -1.883 -0.176 0.24
H -5.005 -2.872 -1.444 0.33
H -4.551 -4.194 -0.363 0.28
H -6.944 -2.361 0.147 0.24
H -7.013 -3.773 -0.784 0.38
H -7.745 -4.372 1.471 0.38
H -6.199 -5.173 1.190 0.28
H -6.307 -3.707 2.179 0.07
C 3.160 -5.721 -4.768 -1.26
C 3.394 -5.379 -3.308 -0.37
C 2.125 -5.086 -2.541 -0.45
C 2.362 -4.875 -1.054 -0.92
C 1.172 -4.296 -0.300 0.40
C 0.033 -5.287 -0.079 -1.08
H 2.365 -6.470 -4.839 0.32
H 4.038 -6.180 -5.222 0.37
H 2.853 -4.855 -5.353 0.31
H 3.951 -6.172 -2.796 0.35
H 4.064 -4.514 -3.213 0.29
H 1.407 -5.902 -2.687 0.30
H 1.635 -4.194 -2.954 0.27
H 2.651 -5.833 -0.598 0.29
H 3.227 -4.223 -0.884 0.35
H 1.503 -3.918 0.671 -0.15
H 0.802 -3.419 -0.842 0.22
H -0.810 -4.811 0.428 0.13
H -0.321 -5.745 -1.000 0.40
H 0.386 -6.079 0.591 0.27
C -1.214 8.450 2.215 -1.28
C -1.299 7.048 2.785 -0.31
C -2.201 6.148 1.948 -0.53
C -2.426 4.773 2.576 -0.84
C -2.864 3.716 1.565 -0.18
C -1.717 3.102 0.793 -0.49
H -0.629 8.492 1.294 0.31
H -0.755 9.152 2.915 0.37
H -2.215 8.836 2.006 0.32
H -0.315 6.575 2.803 0.29
H -1.719 7.110 3.792 0.28
H -1.756 6.056 0.949 0.22
H -3.166 6.641 1.788 0.34
H -1.508 4.441 3.075 0.33
H -3.188 4.854 3.356 0.43
H -3.460 2.940 2.057 -0.03
H -3.612 4.138 0.880 0.34
H -0.988 3.841 0.441 0.14
H -1.135 2.407 1.402 -0.01
H -2.011 2.595 -0.129 0.39
C 5.235 0.426 0.964 -1.09
C 5.124 1.309 -0.275 0.22
C 6.431 2.036 -0.592 -0.86
C 6.328 2.936 -1.808 -0.68
C 5.586 4.252 -1.547 -0.35
C 4.802 4.747 -2.764 -1.15
H 5.800 -0.480 0.747 0.36
H 4.248 0.139 1.335 0.08
H 5.711 0.929 1.811 0.35
H 4.956 0.637 -1.123 0.20
H 4.298 2.021 -0.220 0.02
H 7.167 1.253 -0.821 0.38
H 6.845 2.576 0.264 0.35
H 7.326 3.180 -2.187 0.35
H 5.827 2.423 -2.636 0.32
H 4.881 4.116 -0.719 0.30
H 6.283 5.023 -1.211 0.36
H 4.313 5.698 -2.553 0.37
H 5.490 4.924 -3.597 0.44
H 4.071 4.007 -3.088 0.07
C 1.033 3.442 -1.731 -0.20
C 0.499 3.179 -3.126 -0.51
C 1.066 4.106 -4.188 -0.27
C 0.390 3.993 -5.564 -0.76
C 0.533 5.268 -6.403 -0.33
C -0.457 5.326 -7.555 -1.26
H 2.125 3.380 -1.696 -0.07
H 0.686 2.661 -1.048 -0.12
H 0.677 4.396 -1.343 0.25
H 0.633 2.131 -3.411 0.30
H -0.594 3.294 -3.100 0.31
H 2.132 3.881 -4.328 -0.02
H 1.049 5.145 -3.843 0.39
H 0.809 3.142 -6.104 0.33
H -0.680 3.810 -5.410 0.39
H 0.421 6.132 -5.746 0.37
H 1.544 5.290 -6.821 0.23
H -0.177 4.669 -8.382 0.30
H -1.464 5.029 -7.254 0.33
H -0.524 6.325 -7.992 0.36
```

Computed, not measured: a cluster of 2 separate species, C17H24F5N4O2Si in total, with the ωB97M-V functional and the def2-TZVPD basis.

Summary:
Net charge: +1
E_LUMO (eV): -3.0
Max |F| (eV/Å): 0.65
Molar mass (g mol⁻¹): 439.5
Kohn-Sham gap (Ha): 0.3279

The geometry in XYZ format:
```
53
Properties=species:S:1:pos:R:3:mulliken_charge:R:1
C 0.186 4.903 -0.794 -1.13
Si -0.218 3.116 -0.421 0.14
C -2.055 2.853 -0.202 -0.98
C 0.307 1.989 -1.852 -0.14
C 1.804 2.123 -2.139 -0.81
C 2.425 0.903 -2.777 1.19
F 3.739 1.094 -3.048 -0.29
F 1.798 0.544 -3.943 -0.33
C 2.309 -0.274 -1.829 -0.10
N 3.025 -0.438 -0.734 -0.52
C 2.520 -1.539 -0.150 0.55
N 2.942 -2.006 1.018 -0.39
N 1.522 -2.048 -0.899 -0.07
N 1.404 -1.241 -1.988 0.02
C 0.714 2.454 1.068 0.54
C 0.104 1.480 1.867 -0.23
C 0.743 0.945 2.976 -0.67
C 2.017 1.384 3.314 -0.59
C 2.647 2.340 2.532 -0.83
C 2.001 2.868 1.425 -0.15
H -0.611 5.532 -0.396 0.35
H 0.203 5.064 -1.874 0.37
H 1.141 5.221 -0.378 0.31
H -2.441 3.267 0.727 0.36
H -2.278 1.785 -0.255 0.17
H -2.571 3.319 -1.044 0.37
H 0.034 0.989 -1.497 -0.06
H -0.289 2.179 -2.746 0.47
H 2.365 2.268 -1.210 0.02
H 1.994 2.990 -2.771 0.49
H 2.766 -2.934 1.358 0.23
H 3.474 -1.374 1.595 0.24
H 0.935 -2.843 -0.709 0.21
H 0.716 -1.354 -2.717 0.28
H -0.897 1.140 1.626 0.39
H 0.235 0.208 3.585 0.45
H 2.504 0.969 4.188 0.43
H 3.637 2.688 2.798 0.43
H 2.516 3.619 0.835 0.30
C -4.599 -5.233 -0.085 -1.12
C -3.099 -5.152 -0.241 -0.20
O -2.632 -3.776 -0.168 -0.30
C -2.519 -3.270 1.049 -0.03
O -2.717 -3.806 2.094 -0.50
C -2.017 -1.814 0.950 1.17
F -2.668 -1.118 0.019 -0.29
F -0.700 -1.813 0.593 -0.18
F -2.119 -1.191 2.107 -0.24
H -5.095 -4.607 -0.826 0.31
H -4.926 -6.263 -0.221 0.38
H -4.911 -4.902 0.905 0.33
H -2.788 -5.494 -1.225 0.30
H -2.579 -5.745 0.510 0.34
```

Computed, not measured: a structure of composition C23H26O5S5Ta in a non-equilibrium geometry, with the ωB97M-V functional and the def2-TZVPD basis.

Summary:
Net charge: +1
E_LUMO (eV): -4.6
Max |F| (eV/Å): 2.71
Molar mass (g mol⁻¹): 723.7
ΔE to the lowest compared entry with this formula, charge and spin (kcal/mol): 32.20
Kohn-Sham gap (Ha): 0.2252

The geometry in XYZ format:
```
60
Properties=species:S:1:pos:R:3:mulliken_charge:R:1
Ta -0.669 -0.261 -0.801 0.91
C 0.167 0.808 3.835 -2.84
C -0.256 -0.323 2.924 1.62
C 0.668 -1.312 2.563 0.83
C 2.048 -1.318 3.169 -2.35
C 0.322 -2.322 1.654 2.20
C 1.340 -3.370 1.281 -2.78
C -0.990 -2.395 1.154 1.39
C -1.481 -3.707 0.576 -2.20
C -1.903 -1.348 1.453 0.59
C -3.368 -1.471 1.065 -2.57
C -1.544 -0.350 2.394 0.55
C -2.604 0.599 2.899 -2.27
H 0.108 0.536 4.892 0.43
H -0.453 1.690 3.694 0.56
H 1.198 1.102 3.641 0.57
H 2.785 -0.883 2.486 0.36
H 2.377 -2.333 3.385 0.46
H 2.089 -0.758 4.098 0.46
H 1.403 -4.157 2.038 0.49
H 2.335 -2.936 1.185 0.51
H 1.100 -3.848 0.334 0.51
H -1.528 -3.736 -0.509 0.28
H -2.480 -3.925 0.953 0.40
H -0.835 -4.519 0.899 0.53
H -3.940 -1.900 1.892 0.51
H -3.523 -2.123 0.214 0.67
H -3.816 -0.504 0.837 0.45
H -2.714 1.476 2.260 0.32
H -2.372 0.946 3.902 0.46
H -3.575 0.111 2.950 0.50
O -1.130 1.800 0.454 -0.49
C 0.092 1.747 0.286 0.04
O 0.647 0.523 0.432 -0.27
C 0.883 2.838 -0.369 0.16
C 2.287 2.378 -0.776 -0.17
C 3.097 3.567 -1.297 -0.92
C 2.494 3.752 -2.712 -0.93
C 1.408 2.677 -2.711 0.02
O 1.994 1.612 -1.953 -0.50
C 0.246 3.151 -1.799 -0.17
C -1.068 2.460 -2.081 -0.20
O -2.104 2.979 -2.263 -0.50
O -0.965 1.020 -2.115 -0.25
H 0.872 3.716 0.277 0.74
H 2.787 1.754 -0.041 0.75
H 4.152 3.309 -1.346 0.37
H 2.995 4.447 -0.662 0.34
H 3.226 3.537 -3.486 0.35
H 2.091 4.748 -2.890 0.39
H 1.102 2.316 -3.688 0.63
H 0.030 4.208 -1.925 0.66
S -0.529 -2.437 -7.321 -0.15
C -0.576 -2.227 -5.724 0.12
S -2.056 -2.059 -4.816 -0.01
C -1.337 -1.878 -3.241 0.28
C 0.026 -1.897 -3.203 0.20
S 0.954 -1.715 -1.755 -0.47
S 0.849 -2.091 -4.728 0.00
S -2.357 -1.711 -1.861 -0.53
```

Computed, not measured: a cluster of 2 separate species, C7H13N in total in a non-equilibrium geometry, with the ωB97M-V functional and the def2-TZVPD basis.

Summary:
Net charge: -1
2S+1: 2
E_LUMO (spin up / spin down) (eV): 3.4 / 3.3
Max |F| (eV/Å): 4.38
Molar mass (g mol⁻¹): 111.2
ΔE to the lowest compared entry with this formula, charge and spin (kcal/mol): 33.64
Kohn-Sham gap (spin up / spin down) (Ha): 0.0983 / 0.2327

The geometry in XYZ format:
```
21
Properties=species:S:1:pos:R:3:mulliken_charge:R:1
C 1.200 -1.585 0.730 -1.05
C 0.411 -1.537 1.969 0.99
C 0.304 -2.621 2.752 -0.95
C -0.288 -0.246 2.353 -1.11
H 0.580 -1.405 -0.161 0.19
H 1.661 -2.584 0.640 0.32
H 1.964 -0.802 0.722 0.28
H -0.250 -2.529 3.705 0.25
H 0.624 -3.614 2.419 0.26
H -0.582 -0.292 3.469 0.29
H -1.178 -0.135 1.727 0.22
H 0.357 0.606 2.172 0.30
C -0.822 0.977 -1.510 -0.32
C -0.295 1.669 -0.461 -0.80
C -0.312 2.240 -3.492 -0.66
N -0.267 1.140 -2.796 -0.66
H -1.633 0.283 -1.468 0.40
H 0.699 2.140 -0.576 0.17
H -0.716 1.599 0.508 0.35
H 0.085 2.302 -4.524 0.27
H -0.926 3.070 -3.108 0.27
```

Computed, not measured: the ion C18H12F2NO2S with charge -1 in a non-equilibrium geometry, with the ωB97M-V functional and the def2-TZVPD basis.

Summary:
Net charge: -1
E_LUMO (eV): 2.7
Max |F| (eV/Å): 3.85
Molar mass (g mol⁻¹): 344.4
ΔE to the lowest compared entry with this formula, charge and spin (kcal/mol): 29.91
Kohn-Sham gap (Ha): 0.1689

The geometry in XYZ format:
```
36
Properties=species:S:1:pos:R:3:mulliken_charge:R:1
F -2.493 -3.952 -0.556 -0.25
C -3.061 -3.084 -1.395 0.30
F -4.415 -3.152 -1.301 -0.28
S -2.645 -1.003 -0.941 -0.36
N -1.379 -1.575 0.344 0.04
C -1.242 -0.626 1.380 0.06
O -2.120 0.133 1.768 -0.63
C 0.171 -0.714 1.791 0.94
C 0.830 -1.619 0.961 0.49
C 2.220 -1.630 0.866 -0.76
C 2.933 -0.760 1.700 -0.43
C 2.271 0.157 2.540 -0.51
C 0.869 0.210 2.563 -0.70
C -0.140 -2.122 -0.054 0.25
O 0.082 -2.768 -1.061 -0.62
H -2.666 -3.167 -2.413 0.10
H 2.701 -2.280 0.122 0.43
H 4.027 -0.798 1.702 0.36
H 2.850 0.836 3.181 0.38
H 0.305 0.984 3.085 0.44
C -1.635 0.408 -1.435 0.01
C -0.675 -0.169 -2.444 -0.66
C 0.564 0.378 -2.345 -1.03
C 0.586 1.372 -1.290 0.41
C -0.693 1.387 -0.681 0.29
C -0.961 2.420 0.201 -0.23
C 0.063 3.238 0.706 -0.59
C 1.370 3.120 0.219 -0.48
C 1.623 2.202 -0.802 -0.53
H -2.445 1.063 -1.854 0.39
H -0.984 -1.000 -3.071 0.36
H 1.419 0.089 -2.939 0.40
H -1.982 2.562 0.572 0.33
H -0.153 3.983 1.474 0.36
H 2.181 3.736 0.643 0.36
H 2.622 2.140 -1.235 0.36
```

Computed, not measured: a structure of composition C40H46FeN3O6 in a non-equilibrium geometry, with the ωB97M-V functional and the def2-TZVPD basis.

Summary:
Net charge: -1
2S+1: 5
E_LUMO (spin up / spin down) (eV): 1.3 / 1.8
Max |F| (eV/Å): 1.65
Molar mass (g mol⁻¹): 720.7
ΔE to the lowest compared entry with this formula, charge and spin (kcal/mol): 37.95
Kohn-Sham gap (spin up / spin down) (Ha): 0.1217 / 0.2638

The geometry in XYZ format:
```
96
Properties=species:S:1:pos:R:3:mulliken_charge:R:1
Fe 0.515 -0.842 -0.476 -0.02
C 2.034 -4.043 -0.723 -1.71
C 0.775 -3.583 0.022 2.03
C -0.386 -4.527 -0.270 -1.80
C 1.058 -3.420 1.513 0.54
C 1.392 -4.560 2.231 -0.50
C 1.723 -4.490 3.573 -1.29
C 1.772 -3.253 4.191 -0.96
C 1.455 -2.075 3.515 0.32
C 1.675 -0.766 4.287 0.33
C 2.486 0.293 3.524 -1.22
C 0.389 -0.150 4.874 -1.41
C 1.040 -2.179 2.178 -0.13
N 0.666 -0.997 1.469 1.53
C -0.397 -0.326 1.829 -0.64
C -0.898 0.931 1.335 0.16
C -1.950 1.462 2.123 -0.65
C -2.578 2.632 1.822 -1.14
C -2.176 3.329 0.667 -0.78
C -1.174 2.856 -0.134 -0.93
C -0.508 1.628 0.142 0.83
N 0.441 1.127 -0.697 1.93
C 0.903 1.953 -1.772 -1.46
C 1.951 2.857 -1.524 0.59
C 2.427 3.653 -2.563 -0.60
C 1.886 3.557 -3.836 -1.26
C 0.845 2.670 -4.064 -0.59
C 0.331 1.872 -3.045 0.87
C -0.839 0.945 -3.313 2.94
C -1.971 1.624 -4.087 -1.82
C -0.382 -0.327 -4.038 -1.53
C 2.571 2.999 -0.142 2.26
C 2.188 4.333 0.503 -1.59
C 4.096 2.856 -0.203 -1.71
H 1.934 -3.867 -1.795 0.35
H 2.183 -5.113 -0.558 0.57
H 2.931 -3.523 -0.374 0.18
H 0.450 -2.592 -0.368 -0.13
H -0.161 -5.526 0.112 0.37
H -0.547 -4.597 -1.350 0.45
H -1.300 -4.159 0.196 0.36
H 1.389 -5.522 1.728 0.37
H 1.966 -5.389 4.126 0.38
H 2.088 -3.187 5.228 0.42
H 2.291 -1.063 5.135 0.78
H 1.940 0.699 2.672 -0.15
H 3.421 -0.132 3.145 0.30
H 2.729 1.122 4.196 0.50
H -0.065 0.560 4.179 0.29
H 0.619 0.395 5.792 0.46
H -0.348 -0.918 5.113 0.32
H -0.989 -0.717 2.650 0.41
H -2.256 0.904 3.003 0.48
H -3.374 3.005 2.452 0.40
H -2.682 4.248 0.391 0.41
H -0.895 3.392 -1.033 0.63
H 3.234 4.356 -2.372 0.35
H 2.265 4.178 -4.641 0.38
H 0.410 2.604 -5.057 0.32
H -1.240 0.633 -2.351 -1.89
H -1.673 1.880 -5.110 0.40
H -2.302 2.541 -3.587 0.38
H -2.827 0.946 -4.149 0.46
H -0.014 -0.088 -5.043 0.37
H -1.219 -1.026 -4.127 0.39
H 0.423 -0.829 -3.496 0.12
H 2.179 2.201 0.482 -1.19
H 2.517 5.171 -0.122 0.33
H 2.658 4.435 1.487 0.42
H 1.104 4.408 0.632 0.33
H 4.566 3.780 -0.557 0.45
H 4.378 2.059 -0.891 0.32
H 4.504 2.629 0.788 0.36
C 4.705 -0.981 -0.486 -1.06
O 3.423 -0.746 0.139 -0.11
C 2.365 -0.817 -0.631 1.05
O 2.342 -1.005 -1.835 -0.67
H 5.140 -1.852 -0.002 0.29
H 5.325 -0.112 -0.310 0.32
H 4.584 -1.156 -1.550 0.44
O -2.048 -2.171 0.857 -0.71
C -2.311 -1.468 -0.140 -0.01
O -1.363 -1.024 -0.961 -0.53
C -3.670 -1.029 -0.442 0.14
C -4.775 -1.702 0.125 -0.70
C -6.062 -1.293 -0.119 -0.64
C -6.298 -0.153 -0.932 -0.39
C -5.197 0.538 -1.500 -0.92
C -3.919 0.094 -1.260 0.21
N -7.588 0.289 -1.155 0.86
O -7.772 1.333 -1.867 -0.76
O -8.563 -0.357 -0.641 -0.76
H -4.580 -2.553 0.768 0.43
H -6.914 -1.807 0.299 0.47
H -5.395 1.408 -2.107 0.50
H -3.077 0.631 -1.684 0.56
```

Number 4 is which compound?
C7H13N

Which value of net charge does entry 3 give?
+1